Entry 1:
{"formula": "H60O30", "method": "ωB97M-V/def2-TZVPD", "elements": ["O", "O", "O", "O", "O", "O", "O", "O", "O", "O", "O", "O", "O", "O", "O", "O", "O", "O", "O", "O", "O", "O", "O", "O", "O", "O", "O", "O", "O", "O", "H", "H", "H", "H", "H", "H", "H", "H", "H", "H", "H", "H", "H", "H", "H", "H", "H", "H", "H", "H", "H", "H", "H", "H", "H", "H", "H", "H", "H", "H", "H", "H", "H", "H", "H", "H", "H", "H", "H", "H", "H", "H", "H", "H", "H", "H", "H", "H", "H", "H", "H", "H", "H", "H", "H", "H", "H", "H", "H", "H"], "coordinates": [[-0.43, -1.01, 0.38], [1.94, 0.14, -0.51], [-0.95, 0.51, -1.90], [-1.13, 0.57, 2.62], [2.33, 0.97, 2.10], [-0.15, 3.25, -1.37], [2.36, -2.46, -1.45], [-0.91, -3.65, 0.28], [-3.81, 1.52, -0.05], [0.59, -2.13, -3.54], [-2.06, 3.12, 2.01], [3.27, 1.93, -2.05], [-3.89, -0.46, -2.05], [0.62, 3.13, 3.09], [0.77, -0.31, 4.45], [-3.81, -2.57, -0.27], [-3.88, 0.47, 2.45], [-1.00, 1.27, -4.65], [1.61, 4.75, 0.11], [5.07, 0.57, 0.67], [-2.64, 4.34, -0.86], [1.52, -5.33, 0.68], [-3.86, -2.19, 3.43], [-1.26, -4.89, -2.51], [2.09, -0.63, -5.26], [4.20, -1.35, -3.61], [0.31, 4.37, -3.84], [-3.27, -0.60, -4.80], [2.49, 2.78, -4.61], [4.34, 4.07, -0.55], [-0.48, -0.57, 1.27], [0.54, -0.89, 0.24], [2.19, 0.55, 0.34], [2.35, 0.74, -1.11], [-1.90, 0.61, -1.83], [-0.72, -0.09, -1.24], [-1.00, 1.48, 2.40], [-2.06, 0.42, 2.47], [1.84, 1.82, 2.30], [2.12, 0.26, 2.78], [-0.35, 2.34, -1.47], [-0.98, 3.75, -1.18], [1.48, -2.58, -1.84], [2.26, -1.55, -1.20], [-0.70, -2.68, 0.38], [-0.08, -4.11, 0.37], [-4.42, 2.02, -0.64], [-3.73, 0.68, -0.53], [0.09, -1.41, -3.12], [1.10, -1.72, -4.28], [-2.72, 3.45, 2.73], [-2.61, 2.58, 1.43], [3.48, 2.57, -1.38], [4.06, 1.44, -2.22], [-3.79, -0.63, -2.98], [-4.07, -1.27, -1.55], [1.18, 3.92, 3.00], [-0.30, 3.31, 2.73], [0.89, 0.35, 5.13], [-0.12, -0.25, 4.05], [-3.09, -3.12, 0.10], [-4.55, -3.09, 0.03], [-4.56, 0.84, 3.04], [-4.04, 0.73, 1.55], [-0.58, 1.35, -3.71], [-1.39, 2.16, -4.85], [1.35, 4.87, 1.06], [1.07, 4.01, -0.20], [4.44, 0.81, 1.38], [5.13, -0.44, 0.63], [-3.29, 4.01, -1.46], [-2.89, 4.00, 0.00], [2.32, -4.95, 0.21], [1.23, -6.12, 0.20], [-3.30, -2.16, 4.19], [-3.89, -1.29, 3.09], [-1.71, -4.27, -3.10], [-1.31, -4.40, -1.70], [2.96, -0.65, -4.74], [1.65, 0.24, -5.23], [4.77, -0.61, -3.37], [3.81, -1.76, -2.81], [-0.56, 4.21, -4.10], [0.47, 3.94, -2.98], [-3.79, -0.21, -5.53], [-2.53, 0.03, -4.64], [2.78, 2.63, -3.75], [1.71, 3.43, -4.60], [4.65, 4.31, -1.45], [3.45, 4.47, -0.43]], "homo_lumo_gap_ha": 0.3238, "total_charge": 0, "homo_ev": -9.99, "multiplicity": 1, "de_lowest_kcal_mol": 51.4, "energy_ha": -2293.2695}


Entry 2:
{"formula": "C5H7N3O", "method": "ωB97M-V/def2-TZVPD", "elements": ["C", "C", "C", "C", "C", "H", "H", "H", "H", "H", "H", "H", "N", "N", "N", "O"], "coordinates": [[-1.74, -1.50, 0.17], [-0.59, 0.72, -0.23], [-0.81, 2.07, -0.02], [2.23, -1.20, -0.09], [3.21, -0.20, 0.03], [-0.94, -1.75, 0.83], [-1.61, -1.89, -0.94], [-2.82, -1.66, 0.45], [0.21, 2.60, 0.30], [-1.45, 2.76, -0.79], [-1.64, 2.07, 0.79], [2.37, -2.38, -0.27], [0.62, 0.33, -0.12], [0.97, -0.98, -0.17], [3.69, 1.01, 0.11], [-1.70, 0.01, -0.04]], "homo_lumo_gap_ha": 0.3207, "total_charge": 0, "homo_ev": -9.25, "smiles": "CO/C(C)=N\\N=C/C#N", "multiplicity": 1, "de_lowest_kcal_mol": 129.9, "energy_ha": -434.0373}


Entry 3:
{"formula": "C22H30ClN3O4S", "method": "ωB97M-V/def2-TZVPD", "elements": ["O", "O", "O", "Cl", "O", "S", "C", "C", "C", "C", "C", "C", "C", "C", "C", "C", "C", "C", "C", "N", "N", "N", "C", "C", "C", "C", "C", "C", "C", "C", "C", "H", "H", "H", "H", "H", "H", "H", "H", "H", "H", "H", "H", "H", "H", "H", "H", "H", "H", "H", "H", "H", "H", "H", "H", "H", "H", "H", "H", "H", "H"], "coordinates": [[1.24, -2.53, -4.01], [-5.73, 1.21, 2.61], [-2.42, 2.75, 2.22], [3.04, 5.93, -1.32], [1.87, 0.22, -0.08], [4.78, -2.92, -2.27], [2.13, -2.43, -3.17], [-5.44, 0.08, 2.24], [-2.82, 1.74, 1.65], [5.92, -3.50, -3.47], [5.35, -3.65, -4.71], [3.94, -3.29, -4.71], [3.49, -2.88, -3.48], [1.72, 3.57, -1.72], [1.43, 2.23, -1.44], [3.30, 3.61, 0.11], [2.66, 4.26, -0.95], [2.07, 1.56, -0.38], [3.02, 2.26, 0.40], [-3.09, 1.81, 0.34], [1.83, -1.86, -1.95], [-4.19, -0.35, 2.12], [-6.53, -0.90, 1.89], [3.72, 1.59, 1.55], [-3.50, 0.76, -0.59], [-0.45, 0.32, 2.80], [-1.82, -1.68, 3.27], [0.60, -0.40, -0.39], [0.59, -1.12, -1.74], [-1.72, -0.43, 2.39], [-2.99, 0.44, 2.47], [6.96, -3.72, -3.25], [5.88, -4.00, -5.59], [3.30, -3.33, -5.59], [1.23, 4.08, -2.54], [0.71, 1.73, -2.06], [4.02, 4.16, 0.70], [-2.99, 2.75, -0.03], [2.62, -1.62, -1.36], [-4.05, -1.30, 1.83], [-6.49, -1.74, 2.58], [-6.38, -1.25, 0.87], [-7.49, -0.41, 1.97], [4.22, 0.68, 1.21], [4.47, 2.25, 2.00], [2.99, 1.32, 2.33], [-3.27, 1.08, -1.61], [-2.97, -0.17, -0.39], [-4.57, 0.60, -0.51], [-0.24, 1.14, 2.12], [-0.56, 0.72, 3.81], [0.41, -0.35, 2.79], [-2.00, -1.39, 4.30], [-0.90, -2.26, 3.21], [-2.64, -2.33, 2.93], [-0.21, 0.33, -0.35], [0.42, -1.14, 0.39], [-0.26, -1.81, -1.77], [0.46, -0.39, -2.54], [-1.60, -0.77, 1.36], [-3.10, 0.76, 3.51]], "homo_lumo_gap_ha": 0.3279, "total_charge": 0, "homo_ev": -8.68, "smiles": "Cc1cc(Cl)ccc1OCCNC(=O)c1cccs1.CNC(=O)[C@@H](NC(C)=O)C(C)C", "multiplicity": 1, "energy_ha": -2179.9632}


Entry 4:
{"formula": "C22H18Cl3N5O2RuS", "method": "ωB97M-V/def2-TZVPD", "elements": ["Ru", "C", "C", "N", "C", "C", "C", "C", "C", "C", "C", "C", "C", "N", "C", "H", "H", "H", "H", "H", "H", "H", "H", "S", "C", "C", "C", "C", "C", "N", "H", "H", "H", "H", "C", "N", "C", "C", "N", "H", "H", "H", "H", "H", "H", "Cl", "C", "Cl", "Cl", "C", "O", "O"], "coordinates": [[-0.04, -0.58, 0.07], [1.29, -3.64, -2.98], [1.26, -2.54, -2.12], [0.20, -2.21, -1.41], [-0.90, -2.99, -1.51], [-0.97, -4.11, -2.35], [0.18, -4.43, -3.10], [-2.18, -4.87, -2.42], [-3.25, -4.53, -1.67], [-3.20, -3.41, -0.78], [-4.28, -3.04, 0.02], [-4.15, -1.96, 0.86], [-2.95, -1.26, 0.89], [-1.90, -1.57, 0.13], [-2.03, -2.64, -0.70], [2.19, -3.85, -3.53], [2.12, -1.88, -2.02], [0.16, -5.28, -3.77], [-2.22, -5.73, -3.08], [-4.16, -5.11, -1.72], [-5.20, -3.61, -0.02], [-4.96, -1.64, 1.50], [-2.82, -0.42, 1.55], [-0.86, 0.99, 1.57], [-1.34, 1.75, 0.08], [-1.99, 2.95, -0.16], [-2.19, 3.33, -1.47], [-1.75, 2.51, -2.51], [-1.12, 1.32, -2.20], [-0.93, 0.96, -0.93], [-2.30, 3.58, 0.67], [-2.69, 4.26, -1.70], [-1.90, 2.79, -3.55], [-0.74, 0.64, -2.96], [3.51, -0.64, 3.37], [3.24, -1.63, 2.31], [4.38, -2.28, 1.66], [2.05, -1.76, 1.84], [0.97, -1.86, 1.41], [4.19, 0.12, 2.99], [3.95, -1.14, 4.23], [2.57, -0.17, 3.66], [4.99, -2.78, 2.42], [4.99, -1.53, 1.15], [4.02, -3.01, 0.95], [4.70, 0.15, -1.57], [3.67, 1.39, -0.83], [3.21, 2.60, -2.04], [4.53, 2.16, 0.50], [2.36, 0.73, -0.33], [1.79, -0.07, -1.14], [1.90, 0.99, 0.78]], "homo_lumo_gap_ha": [0.2719, 0.2676], "total_charge": 1, "homo_ev": [-10.74, -10.88], "multiplicity": 2, "de_lowest_kcal_mol": 14.7, "energy_ha": -3146.9513}


Entry 5:
{"formula": "C28H20N6O2SSr", "method": "ωB97M-V/def2-TZVPD", "elements": ["Sr", "O", "C", "N", "C", "O", "C", "C", "C", "C", "C", "N", "C", "C", "C", "C", "C", "N", "H", "H", "H", "H", "H", "H", "H", "H", "S", "C", "C", "C", "C", "C", "C", "C", "C", "C", "N", "H", "H", "H", "H", "H", "H", "N", "C", "N", "C", "C", "C", "C", "C", "C", "H", "H", "H", "H", "H", "H"], "coordinates": [[0.40, -0.46, 0.34], [-0.31, 3.76, -0.33], [-0.48, 2.59, -0.07], [-0.16, 1.49, -0.83], [0.77, 1.57, -1.82], [1.58, 2.45, -2.06], [0.88, 0.30, -2.68], [0.96, 0.43, -4.06], [1.11, -0.71, -4.82], [1.19, -1.95, -4.19], [1.13, -1.98, -2.81], [0.97, -0.89, -2.06], [-1.21, 2.25, 1.24], [-1.95, 3.25, 1.86], [-2.63, 2.94, 3.02], [-2.56, 1.66, 3.53], [-1.79, 0.72, 2.86], [-1.12, 1.01, 1.74], [0.92, 1.41, -4.50], [1.15, -0.65, -5.90], [1.32, -2.86, -4.75], [1.20, -2.92, -2.27], [-1.96, 4.23, 1.41], [-3.22, 3.70, 3.52], [-3.09, 1.37, 4.43], [-1.69, -0.29, 3.23], [-0.71, -5.06, 2.06], [0.83, -4.78, 2.75], [1.31, -3.55, 2.42], [0.47, -2.74, 1.59], [-0.67, -3.46, 1.32], [-1.82, -3.03, 0.51], [-2.96, -3.83, 0.32], [-4.00, -3.36, -0.44], [-3.93, -2.10, -1.02], [-2.78, -1.37, -0.79], [-1.75, -1.81, -0.06], [1.28, -5.55, 3.36], [2.28, -3.23, 2.78], [-3.01, -4.81, 0.78], [-4.88, -3.98, -0.59], [-4.73, -1.70, -1.62], [-2.66, -0.38, -1.22], [4.16, 2.18, 0.41], [3.36, 1.16, 0.02], [2.52, 0.77, 0.94], [2.77, 1.61, 2.03], [2.16, 1.65, 3.28], [2.60, 2.62, 4.17], [3.62, 3.52, 3.82], [4.23, 3.49, 2.59], [3.79, 2.51, 1.70], [4.79, 2.68, -0.18], [3.44, 0.73, -0.97], [1.38, 0.95, 3.54], [2.14, 2.68, 5.15], [3.92, 4.27, 4.55], [5.01, 4.18, 2.33]], "homo_lumo_gap_ha": 0.2803, "total_charge": 0, "homo_ev": -7.40, "multiplicity": 1, "de_lowest_kcal_mol": 0.0, "energy_ha": -1987.0348}


Entry 6:
{"formula": "C3H6Cl2O3", "method": "ωB97M-V/def2-TZVPD", "elements": ["C", "C", "C", "O", "O", "O", "Cl", "Cl", "H", "H", "H", "H", "H", "H"], "coordinates": [[-0.86, 1.03, 0.50], [-0.73, -0.30, 0.53], [2.86, -0.30, 0.07], [-0.08, 1.77, -0.37], [0.31, -0.84, -0.15], [2.87, 0.66, 0.99], [-4.07, -1.67, -0.67], [2.96, 0.10, -1.57], [-1.64, 1.58, 1.05], [-1.51, -0.80, 1.19], [-4.13, -2.20, -1.75], [0.59, 1.15, -0.67], [0.59, -1.70, 0.31], [2.83, 1.52, 0.56]], "homo_lumo_gap_ha": [0.2876, 0.2523], "total_charge": 0, "homo_ev": [-7.15, -8.37], "multiplicity": 3, "energy_ha": -1263.8027}


Number 4 is which compound?
C22H18Cl3N5O2RuS